(1)
ORCA calculation (ωB97M-V with the def2-TZVPD basis set) on a structure of composition C29H41AsN2NbO3S2 in a non-equilibrium geometry.

Output
HOMO (alpha / beta) = -16.412 / -16.412 eV
orbital gap (alpha / beta) = 5.8 / 5.8 eV
lowest unoccupied orbital energy (alpha / beta) = -10.566 / -10.567 eV
max |F| = 3.1 eV/A

The geometry in ORCA input format:
```
! RIJCOSX wB97M-V def2-TZVPD def2/J DEFGRID3
* xyz 3 1
Nb -0.48 -1.42 -0.71
As 1.50 1.01 0.96
S 1.45 -2.83 -0.98
S 0.06 -0.66 -2.88
O 0.29 -0.45 0.73
O -2.12 -2.80 -1.43
O -1.39 -2.49 1.17
N -2.30 0.05 -0.67
N -3.95 2.68 -1.17
C 0.33 3.58 0.05
C 1.98 3.00 2.98
C 1.48 2.29 -1.67
C 3.32 0.39 1.36
C 4.16 0.08 0.29
C 1.73 3.80 4.08
C 1.34 3.36 -2.54
C 1.03 2.08 2.54
C 3.69 0.13 2.69
C -4.69 0.78 0.16
C 0.61 3.51 4.85
C 2.51 -3.94 -3.24
C 0.85 -2.16 -5.16
C -0.82 -2.69 2.47
C 0.72 4.52 -2.13
C -0.06 1.77 3.28
C -2.07 -3.65 -2.66
C 5.80 -0.78 1.91
C -4.78 2.30 -0.03
C 5.42 -0.45 0.61
C -0.29 2.52 4.44
C 0.90 -2.00 -3.60
C 4.94 -0.52 2.97
C 0.21 4.64 -0.86
C -3.27 0.40 0.51
C 1.02 2.43 -0.34
C -3.00 -3.42 -0.31
C 1.60 -2.92 -2.78
C -2.19 -3.61 0.95
H -1.68 -4.54 0.95
H -4.43 2.92 0.84
H -0.45 5.49 -0.58
H -4.35 3.13 -1.96
H -3.27 -0.44 1.25
H 0.79 -3.25 -5.39
H -4.97 0.31 -0.77
H 3.75 0.14 -0.69
H -0.80 1.02 2.97
H 3.10 0.20 3.64
H -0.13 -3.53 2.45
H 2.37 -4.96 -2.93
H -1.57 -2.84 3.24
H 6.75 -1.28 2.08
H 0.43 3.99 5.84
H -1.16 -4.32 -2.49
H -0.25 -1.77 2.78
H 1.74 3.31 -3.51
H -5.84 2.52 -0.17
H -3.22 3.28 -0.82
H -2.99 -4.30 -2.68
H -1.97 0.95 -1.02
H -3.38 -4.31 -0.78
H -2.77 1.23 1.05
H -2.92 -3.59 1.81
H 3.60 -3.69 -2.96
H -1.17 2.37 5.08
H 2.88 3.17 2.30
H -0.07 -1.69 -5.55
H 5.19 -0.90 3.98
H -2.89 -0.35 -1.43
H 0.89 5.43 -2.70
H 2.52 -3.93 -4.29
H -3.81 -2.69 -0.17
H 2.01 1.33 -1.96
H -0.16 3.69 1.02
H 1.69 -1.72 -5.76
H -2.19 -2.97 -3.54
H 2.53 4.47 4.39
H -5.38 0.38 0.89
H 6.01 -0.76 -0.22
*
```



(2)
ORCA calculation (ωB97M-V with the def2-TZVPD basis set) on a structure of composition C29H41BrMnN2O3S in a non-equilibrium geometry.

Output
<S²> = 0.7921
HOMO (alpha / beta) = -7.384 / -7.384 eV
orbital gap (alpha / beta) = 6.1 / 6.1 eV
lowest unoccupied orbital energy (alpha / beta) = -1.256 / -1.299 eV
max |F| = 2.2 eV/A

The geometry in ORCA input format:
```
! RIJCOSX wB97M-V def2-TZVPD def2/J DEFGRID3
* xyz 0 2
Br -3.13 -3.04 -1.39
Mn -0.29 -0.47 -0.68
S -4.86 0.88 3.91
O -6.23 1.30 3.70
O -4.00 1.94 4.44
O -4.72 -0.37 4.64
N -0.39 -2.44 -1.50
N -2.10 0.18 -1.37
C 1.24 -0.36 0.92
C 0.40 1.63 0.10
C -0.96 -4.77 -1.38
C 1.84 -0.09 -0.32
C 0.37 -5.13 -1.56
C 0.89 -2.84 -1.75
C -1.29 -3.44 -1.38
C 2.00 1.68 -2.13
C 2.42 0.51 -3.04
C 1.33 1.12 -0.86
C 3.28 2.42 -1.72
C -1.12 3.04 1.52
C 1.33 -4.14 -1.79
C 2.64 -2.40 1.36
C 1.62 -1.43 1.94
C -3.22 -0.42 2.13
C -1.29 3.32 -0.94
C -4.20 0.56 2.30
C -2.58 -0.54 0.91
C 0.37 -2.21 2.39
C -3.92 1.23 -0.01
C 2.78 -4.45 -2.06
C -2.90 0.30 -0.14
C 0.34 0.69 1.16
C -4.57 1.36 1.21
C 1.14 2.60 -2.99
C -0.32 2.98 0.21
C 2.23 -0.73 3.16
C 0.76 4.08 0.31
H 3.35 -4.41 -1.13
H 0.79 3.48 -2.46
H 3.84 2.73 -2.61
H 1.56 3.78 0.99
H -2.48 -0.60 -1.91
H 1.59 -2.03 -1.94
H -1.87 2.26 1.58
H -2.32 3.19 -0.61
H 2.52 -1.47 3.91
H -4.19 1.86 -0.85
H 0.65 -6.18 -1.57
H -1.63 4.00 1.58
H -0.47 2.97 2.41
H 1.73 2.93 -3.84
H 0.26 2.07 -3.38
H -0.35 -1.56 2.90
H 1.21 4.31 -0.65
H 2.66 -0.65 -0.74
H -2.98 -1.06 2.97
H 2.75 0.90 -4.00
H 3.06 3.32 -1.14
H 2.90 -5.45 -2.48
H -1.73 -5.52 -1.27
H -0.13 -2.67 1.54
H 3.13 -0.17 2.87
H -1.14 2.70 -1.82
H 2.28 -2.87 0.45
H 3.25 -0.07 -2.62
H 3.22 -3.73 -2.75
H -2.18 1.01 -1.94
H 3.59 -1.89 1.13
H 3.92 1.78 -1.12
H -1.84 -1.32 0.80
H 1.59 -0.17 -3.22
H -0.27 0.78 2.04
H 1.53 -0.04 3.61
H 2.86 -3.19 2.09
H 0.65 -3.00 3.08
H -1.19 4.36 -1.26
H 0.31 4.99 0.70
H -5.36 2.09 1.35
*
```



(3)
ORCA calculation (ωB97M-V with the def2-TZVPD basis set) on a structure of composition C29H41N6O3PTm in a non-equilibrium geometry.

Output
<S²> = 2.0020
HOMO (alpha / beta) = -14.572 / -14.572 eV
orbital gap (alpha / beta) = 5.4 / 5.4 eV
lowest unoccupied orbital energy (alpha / beta) = -9.138 / -9.124 eV
max |F| = 2.8 eV/A

The geometry in ORCA input format:
```
! RIJCOSX wB97M-V def2-TZVPD def2/J DEFGRID3
* xyz 3 3
Tm 1.24 0.29 -0.68
P -1.49 -0.56 1.74
O 2.83 -0.54 0.74
O 2.73 -0.97 -1.89
O 2.44 1.58 -2.28
N 0.52 2.52 -0.07
N -0.02 -1.76 -1.35
N -2.59 -2.26 3.64
N -2.86 0.07 4.15
N -4.15 -1.02 2.41
N -0.55 0.83 -1.91
C -0.35 -4.11 -1.77
C 1.11 -3.48 0.04
C -1.27 -3.86 -2.81
C 2.46 2.98 -2.42
C -2.16 1.65 -3.96
C -1.81 0.50 3.28
C -1.00 2.09 -1.92
C -1.22 4.21 -0.59
C -2.54 -1.22 4.66
C -3.30 -0.66 1.25
C -1.49 -2.23 2.72
C -4.17 -0.01 3.47
C -0.61 2.95 -0.80
C -3.84 -2.32 2.93
C -0.89 -1.47 -2.37
C 3.09 -0.54 -3.24
C 2.64 -0.62 2.16
C 0.21 -3.06 -1.07
C 0.33 4.58 1.20
C 4.06 -1.10 0.22
C 1.98 2.96 1.89
C -1.67 0.33 -3.92
C -1.09 -0.08 -2.72
C 3.85 -1.66 -1.19
C -1.76 2.58 -3.00
C -0.73 4.99 0.45
C -1.51 -2.50 -3.07
C 0.88 3.32 0.95
C 3.37 0.97 -3.17
H 1.73 -2.69 0.40
H -2.17 3.62 -2.98
H 4.77 -1.58 -1.79
H -1.85 -0.36 -4.76
H -2.08 4.49 -1.19
H -3.68 0.23 0.74
H 2.61 -1.67 2.53
H -4.94 -0.28 4.22
H -4.59 -2.65 3.71
H -3.38 -1.44 0.43
H 3.28 1.40 -4.17
H 1.77 -4.36 -0.31
H 1.49 2.55 2.77
H 2.21 -0.75 -3.87
H 0.00 -5.10 -1.51
H -3.84 -3.03 2.08
H 4.84 -0.34 0.21
H 1.62 -0.24 2.32
H 2.47 3.84 2.28
H 3.99 -1.06 -3.56
H 3.43 -0.05 2.68
H -2.78 1.95 -4.79
H 2.74 2.37 1.41
H -2.04 1.49 2.91
H 1.76 3.35 -1.67
H -4.55 0.87 3.04
H -1.50 -1.21 5.10
H -2.28 -2.23 -3.84
H 0.86 5.19 1.94
H -0.86 0.51 3.86
H -1.64 -3.02 1.98
H 4.43 1.17 -2.85
H -3.14 -1.49 5.53
H -1.76 -4.66 -3.41
H 4.40 -1.92 0.84
H 3.49 3.36 -2.34
H -1.20 5.96 0.65
H 3.58 -2.71 -1.13
H -0.53 -2.35 3.30
H 0.55 -3.86 0.91
H 2.12 3.29 -3.38
*
```